[1]
C3H7N3S | ωB97M-V with the def2-TZVPD basis set

Gap between HOMO and LUMO   6.8 eV
Charge   +2

Each line ends with the natural charge from an NBO analysis.
Geometry (Å):
1 S -0.80994 -1.53603 1.63516  0.2795
2 N -0.79544 -1.05816 -1.18598  -0.1546
3 N 0.16489 -0.78058 -1.93319  0.0617
4 N 0.37582 0.29690 -0.05943  -0.1744
5 C 0.99179 0.05959 -1.19256  0.2865
6 C -0.83079 -0.43744 0.00159  -0.0936
7 C 0.62081 1.46886 0.99837  -0.3541
8 H 0.57556 1.03829 1.95852  0.2683
9 H 1.52960 2.02667 0.70288  0.2863
10 H -1.63095 0.36646 0.30267  0.3881
11 H 1.79540 0.62300 -1.61276  0.3073
12 H -1.61574 -1.62824 -1.65448  0.5283
13 H -0.29258 1.97746 0.91775  0.2390
14 H -0.07843 -2.41677 1.12148  0.1318



[2]
C42H91F10NO23P5S | ωB97M-V with the def2-TZVPD basis set

Gap between HOMO and LUMO   8.2 eV
Charge   +1

Each line ends with the Löwdin charge.
Geometry (Å):
1 S -0.32007 -2.55438 2.83971  0.7743
2 P -6.01305 -3.65393 8.74609  0.4460
3 P 7.91585 10.65707 -2.15339  0.5179
4 P -5.82706 -0.49768 -3.85912  0.4646
5 P 1.73887 -10.44296 -4.64138  0.4743
6 P -0.68514 -5.36616 -4.89849  0.5034
7 F 0.12302 0.66060 8.25266  0.1943
8 F 1.97902 -2.16820 -0.61122  -0.0965
9 F -1.62371 -0.51002 8.08998  0.1975
10 F 0.01678 -3.25181 5.73852  0.2020
11 F 1.53392 -0.65854 6.65811  0.1843
12 F -0.01326 -0.19855 4.00068  0.1076
13 F -1.55762 -1.75221 5.59396  0.1331
14 F 1.62848 -1.56210 4.17651  0.1563
15 F -1.01380 0.79524 6.45097  0.1989
16 F 0.42116 -2.05209 7.86227  0.1777
17 O 3.29800 -10.62794 -4.20795  -0.2765
18 O -1.57641 -3.16641 3.13974  -0.2392
19 O 0.24346 -5.39275 -6.22112  -0.2093
20 O -5.33228 -1.04425 -2.58766  -0.2510
21 O -4.73684 -3.61803 7.75271  -0.2017
22 O 6.65169 9.89814 -2.20701  -0.2585
23 O 1.24655 -10.56238 -3.10762  -0.2122
24 O -4.98619 0.86993 -4.07607  -0.2242
25 O 1.91783 -11.23691 -6.03606  -0.2094
26 O 7.91199 5.62060 0.70577  -0.1821
27 O 0.70907 -3.51965 2.61537  -0.2212
28 O 8.80556 9.63800 -1.22748  -0.2268
29 O -7.22703 0.32482 -3.74275  -0.2780
30 O 1.37805 -9.07768 -5.04990  -0.2487
31 O -2.02568 -5.68777 -5.77305  -0.2763
32 O -6.81953 -4.79201 8.30323  -0.2329
33 O -5.09661 -3.93758 10.05867  -0.2740
34 O -7.05493 -2.67436 9.49815  -0.2102
35 O -6.50202 -1.76356 -4.59744  -0.2122
36 O 7.66946 11.76748 -3.32690  -0.2218
37 O 7.96059 11.79778 -0.98356  -0.2891
38 O -0.55569 -3.95629 -4.47214  -0.2696
39 O -1.28962 -6.04009 -3.54550  -0.2262
40 N -1.15802 -0.28047 1.31919  0.1633
41 C 6.73121 12.37021 -0.54195  -0.0997
42 C 1.47205 -2.10523 -1.94086  -0.1429
43 C -5.33291 -1.42931 1.96003  -0.0751
44 C -3.85664 -1.04310 1.80960  -0.2374
45 C 0.31913 -1.16861 6.85864  -0.3421
46 C -3.18449 -4.88211 -5.57909  -0.1018
47 C -3.78114 -2.54720 7.86606  -0.1077
48 C 7.09857 4.62008 0.13921  -0.1138
49 C 10.19115 9.93055 -0.95412  -0.0994
50 C 8.44511 12.97283 -3.43227  -0.0949
51 C 7.40998 6.16626 1.91366  -0.2293
52 C 4.20452 7.28980 0.50572  -0.1935
53 C -5.17790 1.62901 -5.29176  -0.0875
54 C -1.84428 1.05330 -0.74107  -0.1316
55 C -1.92326 -7.33275 -3.54920  -0.0867
56 C -3.58533 -0.31407 0.48547  -0.1178
57 C 1.77869 6.56921 0.89894  -0.2126
58 C 0.80446 5.37357 0.78862  -0.2074
59 C 0.45567 -6.64825 -6.92108  -0.0788
60 C -2.10364 -0.16927 0.12235  -0.3103
61 C -0.35257 -1.55167 1.32477  -0.2503
62 C 0.48400 -0.94926 -2.00052  -0.1511
63 C -7.41247 -1.62182 -5.70479  -0.0783
64 C -0.06597 5.40936 -0.48725  -0.1918
65 C -0.61112 -0.03502 7.39286  -0.5756
66 C 1.38515 -11.82375 -2.41659  -0.0874
67 C 0.30875 -1.49370 4.25320  -0.4506
68 C 4.99713 7.12436 1.81994  -0.1888
69 C -8.14629 -0.01322 -2.70156  -0.0899
70 C -0.22211 -1.95686 5.62356  -0.3828
71 C -5.53238 -4.92246 10.99898  -0.0922
72 C 6.51592 7.38988 1.64845  -0.1559
73 C -1.48731 4.84606 -0.25758  -0.1825
74 C 2.60330 -12.49963 -6.12654  -0.0812
75 C -6.62699 -1.61787 10.37385  -0.0904
76 C 4.28348 -9.76268 -4.77528  -0.0904
77 C -0.94307 -2.45002 0.26800  -0.0813
78 C -2.29613 2.40364 -0.14134  -0.1743
79 C -1.77870 3.54045 -1.04016  -0.1864
80 C 3.14271 6.19342 0.30217  -0.2182
81 C -1.71169 -1.46767 -0.68428  -0.1888
82 C -1.00515 -1.35090 -2.04103  -0.1377
83 H 0.67348 -1.23438 1.15235  0.1418
84 H -0.46988 -6.96975 -7.39914  0.0864
85 H 6.57719 12.09620 0.50082  0.0884
86 H -0.79146 1.16599 -1.00858  0.1086
87 H 4.89325 7.24881 -0.33828  0.1011
88 H 6.86708 5.42645 2.51082  0.1088
89 H 2.43814 -12.04259 -2.24059  0.0876
90 H -4.12103 -0.85235 -0.29440  0.1060
91 H 7.80810 13.81198 -3.15543  0.0912
92 H -4.03268 -5.53560 -5.36719  0.0849
93 H 7.73548 3.80717 -0.21223  0.0828
94 H -5.03933 1.00405 -6.17352  0.0872
95 H -3.38562 -4.33756 -6.50106  0.0884
96 H -1.52583 -7.91929 -2.72345  0.0868
97 H -4.81356 -5.73970 11.00306  0.0892
98 H 1.89480 6.84749 1.94915  0.1105
99 H -3.38241 2.43788 -0.16344  0.1104
100 H -7.11911 -2.31687 -6.48840  0.0896
101 H 0.45240 4.81691 -1.24289  0.0999
102 H 8.75789 13.09975 -4.46701  0.0867
103 H 0.69130 -0.40827 -2.92635  0.1213
104 H 0.92652 -12.63588 -2.98028  0.0862
105 H -1.04203 -2.34910 -2.48486  0.1060
106 H 2.97865 5.99524 -0.75888  0.1131
107 H 5.88715 12.03554 -1.14372  0.0843
108 H -5.41549 -2.12191 2.79650  0.0786
109 H -3.06320 -4.18235 -4.75242  0.0789
110 H -4.08243 0.65407 0.55513  0.1159
111 H -1.49057 0.07511 2.21812  0.1649
112 H 10.75326 10.08357 -1.87540  0.0827
113 H -5.55812 -1.42806 10.30767  0.0786
114 H 1.42815 4.47685 0.76972  0.0992
115 H 0.72287 -0.24339 -1.20170  0.0994
116 H 1.99929 -13.18250 -6.72000  0.0900
117 H -2.60187 -2.04038 -0.93289  0.1416
118 H -0.10293 6.43145 -0.86091  0.1047
119 H 8.28834 6.46623 2.48567  0.1155
120 H 6.80812 13.45678 -0.61046  0.0834
121 H 2.34214 -1.93988 -2.56839  0.1214
122 H -6.52507 -5.30154 10.76099  0.0854
123 H 5.07413 -10.37509 -5.21066  0.0861
124 H -7.42728 -0.61174 -6.10559  0.0833
125 H -2.38278 0.92204 -1.67841  0.1394
126 H -1.90166 2.51391 0.87264  0.1101
127 H 1.00769 -3.07215 -2.12157  0.1101
128 H -2.20401 5.61807 -0.53361  0.1076
129 H 10.60788 9.07577 -0.42858  0.0875
130 H 6.53497 4.98854 -0.72532  0.0849
131 H -1.54678 -0.71458 -2.73732  0.1143
132 H -1.75489 -3.09436 0.60341  0.1252
133 H 3.69957 8.25617 0.48349  0.1104
134 H -7.83033 -0.89758 -2.14959  0.0830
135 H 4.71067 -9.15527 -3.97944  0.0903
136 H -1.76319 -7.87117 -4.47921  0.0849
137 H -8.23295 0.83651 -2.02658  0.0893
138 H -3.09453 -2.63518 7.03343  0.0641
139 H -9.12216 -0.20494 -3.14873  0.0871
140 H 10.27341 10.81519 -0.32115  0.0835
141 H -8.40988 -1.88624 -5.35834  0.0951
142 H -2.48107 3.73175 -1.85166  0.1153
143 H -3.60209 -0.40901 2.66598  0.1116
144 H -2.99197 -7.18703 -3.39394  0.0894
145 H -5.64221 -1.96755 1.06501  0.0816
146 H 6.37216 4.20751 0.84500  0.0802
147 H 3.47891 5.29813 0.82945  0.0965
148 H -0.24726 -3.13961 -0.19361  0.1304
149 H -4.43374 2.42006 -5.30489  0.0881
150 H -0.46188 0.43028 1.07206  0.1751
151 H -6.87860 -1.89933 11.39517  0.0934
152 H 9.32228 12.96268 -2.79028  0.0836
153 H -7.17075 -0.71026 10.11880  0.0873
154 H -5.55342 -4.46916 11.99105  0.0844
155 H 1.37628 7.44350 0.38399  0.1076
156 H -3.22265 -2.62913 8.79964  0.0886
157 H 0.18592 5.35934 1.68692  0.0981
158 H 6.73463 7.74648 0.64287  0.1090
159 H 6.79468 8.16732 2.36114  0.1032
160 H -5.96043 -0.56236 2.15135  0.0796
161 H -6.17270 2.07368 -5.30448  0.0880
162 H 0.87600 -11.73054 -1.46196  0.0895
163 H -0.84890 3.23229 -1.52399  0.0964
164 H 3.54979 -12.33512 -6.63850  0.0944
165 H 4.86996 6.11287 2.20945  0.0922
166 H 3.86595 -9.12105 -5.55015  0.0835
167 H 4.61610 7.85058 2.53679  0.1023
168 H 2.79432 -12.94109 -5.15192  0.0827
169 H -3.28652 -1.97306 1.81473  0.0862
170 H 1.20728 -6.46783 -7.68455  0.0892
171 H -1.61240 4.63243 0.80321  0.0878
172 H -4.27466 -1.57527 7.81510  0.0881
173 H 0.81395 -7.42404 -6.24702  0.0417



[3]
C2H4FNO | ωB97M-V with the def2-TZVPD basis set

Gap between HOMO and LUMO (alpha / beta)   8.3 / 8.3 eV
Charge   0

Each line ends with the natural charge from an NBO analysis.
Geometry (Å):
1 F -0.65457 -1.92836 0.59885  -0.6521
2 O -1.30573 1.04009 1.09896  -0.2113
3 N -0.65385 0.22338 0.46797  0.3556
4 C 0.75183 0.09340 0.27047  -0.2382
5 C -0.24240 0.12339 -0.86490  -0.2325
6 H 1.26317 0.98924 0.45118  0.2068
7 H 1.51515 -0.67273 0.65807  0.2801
8 H -0.23946 0.93429 -1.43291  0.2128
9 H -0.43413 -0.80270 -1.24769  0.2788



[4]
C7H10 | ωB97M-V with the def2-TZVPD basis set

Gap between HOMO and LUMO   8.6 eV
Charge   0

Each line ends with the natural charge from an NBO analysis.
Geometry (Å):
1 C -1.41867 -0.80403 -0.02885  -0.4164
2 C 1.41997 0.82521 0.02642  -0.2954
3 C -0.24024 -0.49791 -0.99198  -0.2985
4 C 1.32598 -0.26195 1.03519  -0.4361
5 C -0.50790 1.02584 -0.85664  -0.0754
6 C -1.58340 0.72073 0.19292  -0.5088
7 C 1.16436 -0.58987 -0.42372  -0.2208
8 H 2.32275 1.40900 -0.13347  0.2337
9 H 0.50095 -0.33787 1.73934  0.2197
10 H -2.53319 1.12615 -0.18194  0.2333
11 H 2.28647 -0.55577 1.45650  0.2323
12 H 0.54349 1.61679 -0.47831  0.2545
13 H -1.15418 -1.39414 0.85464  0.2036
14 H -2.28022 -1.27749 -0.50808  0.2108
15 H -1.45161 1.10730 1.20958  0.2252
16 H -0.31840 -0.91277 -2.00271  0.2182
17 H 1.92384 -1.19923 -0.90890  0.2202